The following is a quantum chemistry calculation of a cluster of 3 separate species, C10H17Cl4FN3 in total at a distorted geometry, from the Open Molecules 2025 dataset.

The value obtained for the total energy is -2495.898014 Ha. The HOMO-LUMO gap comes out at 8.82 eV. The LUMO energy comes out at -4.37 eV. The value obtained for the molecular weight is 340.1 g mol⁻¹.

Geometry as ORCA input:
```
! wB97M-V def2-TZVPD RIJCOSX def2/J DEFGRID3
* xyz 1 1
Cl 3.07 5.02 0.85
Cl -3.27 -4.63 0.06
Cl -3.56 -1.66 -1.55
Cl 2.15 3.49 -2.05
F -2.09 1.22 1.25
N 3.11 0.19 0.84
N 1.13 -2.67 -0.16
N 2.66 -0.99 0.45
C -4.87 -2.83 -1.24
C 2.19 1.05 1.11
C 4.15 4.45 -0.45
C 0.38 -0.42 0.53
C 1.40 -1.37 0.27
C -1.08 -0.76 0.31
C 0.78 0.82 0.97
C -4.68 -3.54 0.08
C -2.02 -0.16 1.36
C 3.53 4.60 -1.81
H 5.06 5.04 -0.39
H -4.55 -2.83 0.90
H 3.37 -1.69 0.24
H -1.23 -1.84 0.18
H -5.56 -4.15 0.29
H -5.80 -2.28 -1.23
H 1.96 -3.23 0.05
H -1.35 -0.31 -0.66
H 0.06 1.61 1.19
H 2.47 2.05 1.46
H -3.04 -0.53 1.16
H 4.41 3.41 -0.24
H -1.72 -0.45 2.37
H 0.42 -3.04 0.48
H -4.89 -3.53 -2.07
H 4.26 4.36 -2.58
H 3.17 5.61 -1.98
*
```

The following is a quantum chemistry calculation of the ion C4H5N4O4 with charge +1 at a distorted geometry, from the Open Molecules 2025 dataset.

The calculation puts the energy relative to the best compared isomer or geometry (same formula, charge and spin) at 0.00 kcal per mole. The value obtained for the total energy is -674.900490 Ha. The HOMO-LUMO gap (spin up / spin down) comes out at 8.97 / 8.97 eV. The LUMO energy (spin up / spin down) comes out at -5.55 / -5.55 eV. The SMILES is CC1=[NH+]C(=[N+]([O-])[O-])[N+](=O)N1C=O. The value obtained for the molecular weight is 173.1 g mol⁻¹.

Geometry as ORCA input:
```
! wB97M-V def2-TZVPD RIJCOSX def2/J DEFGRID3
* xyz 1 1
O -2.81 -1.98 0.05
O -3.84 -0.10 -0.09
O -1.70 2.01 -0.03
O 2.50 1.91 0.09
N -1.08 0.98 -0.02
N -0.44 -1.08 0.05
N 0.32 1.00 0.04
N -2.85 -0.75 -0.01
C -1.53 -0.24 -0.06
C 1.94 -0.96 -0.12
C 0.67 -0.33 0.05
C 1.35 2.12 0.21
H 2.11 -1.95 0.25
H 2.25 -1.28 -1.22
H -0.54 -2.04 -0.07
H 0.86 3.03 0.57
H 2.77 -0.34 0.29
*
```

The following is a quantum chemistry calculation of a structure of composition C33H45N2OP3Pb at a distorted geometry, from the Open Molecules 2025 dataset.

The calculation puts the energy relative to the best compared isomer or geometry (same formula, charge and spin) at 4.53 kcal per mole. The value obtained for the total energy is -2685.961286 Ha. The HOMO-LUMO gap comes out at 4.18 eV. The LUMO energy comes out at -0.04 eV. The value obtained for the molecular weight is 785.9 g mol⁻¹.

Geometry as ORCA input:
```
! wB97M-V def2-TZVPD RIJCOSX def2/J DEFGRID3
* xyz 0 1
Pb 1.21 -0.94 -0.83
P -0.11 2.85 -3.95
P -1.44 -0.87 1.41
P 2.85 -1.21 1.43
O -1.10 0.09 -2.53
N 2.57 0.86 -1.29
N -0.52 -0.11 0.35
C -1.51 1.72 5.18
C 1.66 2.61 -4.02
C -1.26 -0.02 3.00
C -0.97 -3.20 0.08
C -0.49 -4.75 2.35
C 2.58 -0.35 3.02
C -3.40 -0.57 -2.13
C 4.62 -0.91 1.05
C 6.41 1.96 -2.52
C -3.98 -2.14 1.24
C 4.38 2.45 -1.28
C -5.38 0.26 1.56
C -5.38 -2.14 1.31
C -0.53 4.59 -3.84
C -0.39 -5.31 1.08
C -0.61 -4.54 -0.07
C -2.55 1.63 -1.31
C -0.79 2.12 4.04
C 2.80 -2.99 1.87
C -3.98 0.27 1.50
C -6.07 -0.95 1.47
C 3.79 1.16 -1.64
C -2.05 0.43 5.25
C -0.67 1.25 2.96
C -1.04 -2.63 1.35
C 4.64 0.29 -2.45
C -0.92 2.00 -5.31
C -0.79 -3.39 2.50
C 5.90 0.69 -2.87
C -3.27 -0.92 1.31
C -2.23 0.38 -2.07
C -1.92 -0.45 4.17
C 5.64 2.82 -1.71
H -3.06 -1.58 -2.35
H -5.90 1.21 1.69
H -0.82 -2.92 3.47
H -1.37 4.68 -3.13
H 4.25 -0.69 -2.72
H -1.14 -2.57 -0.81
H -7.16 -0.95 1.54
H -3.44 1.21 1.63
H 3.78 3.11 -0.65
H -1.66 2.43 6.00
H -0.13 1.53 2.04
H 0.34 5.13 -3.43
H -4.11 -0.25 -2.90
H 1.83 -3.25 2.32
H -2.41 2.55 -1.89
H 6.04 3.79 -1.43
H -3.93 -0.56 -1.17
H 2.07 2.86 -5.02
H -3.44 -3.08 1.15
H 6.51 0.01 -3.47
H 3.07 0.64 2.97
H -0.23 1.26 -5.74
H -2.60 0.12 6.13
H -0.65 2.35 -2.76
H 4.83 0.17 1.16
H -1.22 2.74 -6.07
H 3.62 -3.20 2.57
H -0.34 -5.36 3.25
H -2.37 -1.46 4.21
H -0.81 4.98 -4.82
H 2.91 -3.59 0.95
H -0.14 -6.36 0.97
H 5.25 -1.50 1.73
H -0.52 -4.96 -1.07
H 1.50 -0.21 3.19
H -5.91 -3.09 1.27
H 4.82 -1.20 0.00
H 3.02 -0.94 3.84
H -1.80 1.46 -4.94
H -1.88 1.65 -0.44
H 7.40 2.26 -2.87
H -3.59 1.63 -0.97
H 1.89 1.56 -3.79
H 2.15 3.24 -3.27
H -0.35 3.11 3.97
*
```

Question: Which formula does entry 2 have?
Answer: C4H5N4O4

Question: Which of these has the lowest molecular weight?
Answer: C4H5N4O4

Question: Number 3 is which compound?
Answer: C33H45N2OP3Pb